Record 1
ORCA calculation (ωB97M-V/def2-TZVPD) on C5H5KO3 as an isolated structure.

Geometry as XYZ:
```
14
C5H5KO3 ωB97M-V/def2-TZVPD
C -1.356 -2.026 -1.525
C -0.143 -1.549 -1.200
H -2.102 -1.412 -2.034
H -1.607 -3.072 -1.336
H 0.553 -2.227 -0.693
C 0.395 -0.145 -1.354
C 1.681 0.005 -0.544
O 1.654 -0.281 0.735
K -0.245 -0.389 1.939
H 0.650 0.009 -2.415
H 2.376 0.794 -0.890
O -0.855 1.871 -1.774
O -1.046 0.926 0.237
C -0.603 0.967 -0.955
```

As for the molar mass: 152.19 g/mol. The HOMO energy (spin up / spin down) comes out at -0.76 / -3.94 eV. The largest force on an atom comes out at 1.4 eV/A. The net charge is -1. The total energy is -1019.17642 Eh. For the frontier orbital gap (spin up / spin down), the calculation gives 2.753 / 5.831 eV. The spin multiplicity is 2. The calculation puts the LUMO energy (spin up / spin down) at 0.0733 / 0.0695 hartree.



Record 2
ORCA calculation (ωB97M-V/def2-TZVPD) on C5H5LuO as an isolated structure.

Geometry as XYZ:
```
12
C5H5LuO ωB97M-V/def2-TZVPD
C -2.250 -1.168 -0.673
C -2.249 -1.208 -1.981
C -2.113 0.159 -1.346
O -0.923 0.839 -1.340
Lu 0.714 1.006 -0.024
H -2.147 -1.948 0.100
H -2.367 -1.770 -2.905
H -2.975 0.845 -1.368
C 2.639 0.886 1.583
C 3.610 0.811 2.408
H 4.304 1.654 2.546
H 3.757 -0.107 2.998
```

As for the molar mass: 256.06 g/mol. The HOMO energy comes out at -16.52 eV. The largest force on an atom comes out at 5.9 eV/A. The net charge is +2. The total energy is -1503.36384 Eh. For the frontier orbital gap, the calculation gives 5.345 eV. The spin multiplicity is 1. The calculation puts the LUMO energy at -0.4107 hartree.



Record 3
ORCA calculation (ωB97M-V/def2-TZVPD) on one molecule with the formula C5H5N.

Geometry as XYZ:
```
11
C5H5N ωB97M-V/def2-TZVPD
N 2.817 1.213 1.274
C 1.885 0.574 0.719
C 0.820 0.885 -0.252
C 0.977 -0.459 0.309
C -0.481 -0.863 -0.121
C -0.503 0.408 -0.932
H 3.567 0.597 1.605
H -0.625 -1.780 -0.641
H -1.216 -0.766 0.591
H -1.439 1.053 -0.703
H -0.370 0.261 -1.989
```

As for the structure (SMILES): N=c1c2c1CC2. As for the molar mass: 79.10 g/mol. The HOMO energy comes out at -8.90 eV. The largest force on an atom comes out at 2.9 eV/A. The net charge is 0. The total energy is -248.04945 Eh. For the frontier orbital gap, the calculation gives 9.577 eV. The energy relative to the best compared isomer or geometry (same formula, charge and spin) comes out at 141.56 kcal per mole. The spin multiplicity is 1. The calculation puts the LUMO energy at 0.0249 hartree.